{
  "formula": "C30H19ClN6O8Rh",
  "method": "the ωB97M-V functional and the def2-TZVPD basis",
  "relative_energy_kj_mol": 72.3,
  "total_charge": 1,
  "lumo_ha": -0.1987,
  "homo_ev": -11.18,
  "energy_ev": -72261.8786,
  "spin_multiplicity": 1,
  "largest_force_ev_per_a": 0.96,
  "homo_lumo_gap_ev": 5.78,
  "symbols": ["Rh", "Cl", "O", "O", "O", "O", "O", "O", "O", "O", "N", "N", "N", "N", "N", "N", "C", "C", "C", "C", "C", "C", "C", "C", "C", "C", "C", "C", "C", "C", "C", "C", "C", "C", "C", "C", "C", "C", "C", "C", "C", "C", "C", "C", "C", "C", "H", "H", "H", "H", "H", "H", "H", "H", "H", "H", "H", "H", "H", "H", "H", "H", "H", "H", "H"],
  "positions_angstrom": [[0.545, -0.134, 0.391], [-2.855, -2.756, 4.445], [-2.438, -5.026, 0.541], [2.367, 4.044, -6.404], [-1.307, -3.337, -1.129], [2.257, 0.093, -0.569], [-0.024, -1.552, -0.829], [0.530, 3.218, -5.634], [-2.908, -5.033, 2.702], [0.491, 1.136, -1.095], [-1.095, -1.003, 1.521], [4.200, 4.911, 4.061], [1.326, 1.486, 1.464], [2.310, 5.970, 3.520], [-1.573, -1.063, 2.804], [1.721, 3.425, -5.592], [1.736, 0.958, -1.346], [3.008, 4.871, 3.394], [-1.352, -2.205, 0.971], [-1.619, 1.325, 3.104], [-2.085, -2.288, 3.024], [3.083, 6.802, 4.301], [4.277, 6.158, 4.646], [1.741, 2.196, -3.465], [3.756, 8.685, 5.575], [1.306, 3.816, 1.973], [2.457, 1.671, -2.393], [5.235, 6.750, 5.466], [-1.443, -0.062, 5.059], [3.098, 2.446, 2.737], [-1.609, 2.457, 3.900], [-2.486, -4.466, 1.731], [3.825, 3.050, -4.364], [-1.989, -3.051, 1.859], [4.949, 8.019, 5.922], [2.490, 1.375, 2.111], [-1.509, 2.340, 5.278], [2.455, 2.872, -4.433], [0.756, 2.699, 1.388], [3.840, 1.827, -2.298], [2.496, 3.698, 2.690], [-1.427, 1.078, 5.845], [-0.901, -2.420, -0.445], [4.518, 2.525, -3.282], [-1.531, 0.068, 3.679], [2.815, 8.094, 4.766], [6.154, 6.248, 5.733], [-2.063, -4.439, -0.172], [-1.761, 1.405, 2.033], [5.587, 2.660, -3.214], [-0.166, 2.760, 0.827], [4.929, 4.220, 4.050], [0.671, 2.082, -3.554], [-1.351, 0.964, 6.917], [-1.349, -1.021, 5.543], [-1.507, 3.222, 5.901], [4.328, 3.590, -5.154], [1.903, 8.600, 4.486], [5.657, 8.520, 6.567], [2.937, 0.391, 2.138], [4.028, 2.276, 3.260], [0.819, 4.777, 1.901], [-1.704, 3.431, 3.446], [4.372, 1.400, -1.459], [3.585, 9.680, 5.957]],
  "lowdin_charge": [1.3445, 0.9137, 0.1539, 0.1073, 0.1283, -0.0315, -0.1040, 0.1038, 0.0937, -0.0276, 0.0293, 0.1729, -0.0782, 0.1891, -0.0317, -0.3512, -0.4874, -0.2882, -0.1120, -0.0447, -0.5391, -0.2189, -0.1841, 0.0908, -0.0747, 0.0285, -0.1152, -0.0131, -0.0408, 0.0230, -0.0665, -0.4951, 0.0397, -0.0295, -0.0721, -0.0895, -0.0553, -0.1075, -0.1086, 0.0173, -0.1036, -0.0530, -0.5078, -0.0219, -0.1879, -0.0045, 0.1119, 0.0740, 0.1035, 0.1201, 0.1207, 0.1572, 0.1411, 0.1164, 0.0802, 0.1142, 0.1321, 0.1155, 0.1079, 0.1241, 0.1182, 0.1256, 0.1124, 0.1281, 0.1065]
}